Entry 1:
The following is a quantum chemistry calculation of an isolated molecule of C13H24N4O2, from the Open Molecules 2025 dataset.

Structure (ORCA input):
```
! wB97M-V def2-TZVPD RIJCOSX def2/J DEFGRID3
* xyz 0 1
C -6.1755 -0.7441 0.4275
C -5.1184 -1.3136 -0.5108
C -3.9660 -0.3430 -0.7663
C -3.1693 -0.0332 0.5051
N -1.9377 0.6800 0.2092
C -0.7850 0.0101 -0.1246
N -0.7948 -1.3617 -0.1624
C 0.3863 0.6846 -0.3430
N 1.5613 -0.0401 -0.6825
C 2.3096 -0.5383 0.4761
C 3.5478 -1.3134 0.0180
C 4.8515 -0.5028 -0.0570
C 4.7374 0.7179 -0.9675
C 5.3368 -0.0867 1.3306
C 0.4274 2.1185 -0.2924
O 1.4065 2.8116 -0.5036
N -0.8066 2.6991 0.0039
C -1.9852 2.0629 0.2749
O -3.0003 2.6610 0.5554
H -7.0254 -1.4196 0.4893
H -5.7776 -0.6076 1.4292
H -6.5266 0.2178 0.0628
H -4.7265 -2.2452 -0.0937
H -5.5848 -1.5525 -1.4690
H -4.3573 0.5945 -1.1645
H -3.3018 -0.7676 -1.5248
H -2.9259 -0.9445 1.0564
H -3.7557 0.6257 1.1481
H -1.6512 -1.8145 -0.4370
H 0.0389 -1.7167 -0.6126
H 2.1662 0.5920 -1.2021
H 1.6399 -1.2021 1.0313
H 2.5959 0.2778 1.1525
H 3.3314 -1.7326 -0.9673
H 3.7133 -2.1484 0.7020
H 5.6073 -1.1734 -0.4853
H 4.3993 0.4271 -1.9603
H 5.7093 1.1964 -1.0695
H 4.0494 1.4540 -0.5580
H 4.6560 0.6284 1.7854
H 5.4170 -0.9515 1.9861
H 6.3157 0.3818 1.2597
H -0.8325 3.7115 0.0507
*
```

HOMO level: -8.022 eV
Kohn-Sham gap: 8.7 eV
E_LUMO: 0.7 eV
SMILES: CCCCn1c(N)c(NCCC(C)C)c(=O)[nH]c1=O
Calculated total energy: -879.332353 Eh
Energy relative to the best compared isomer or geometry (same formula, charge and spin): 0.052 eV

***

Entry 2:
The following is a quantum chemistry calculation of a cluster of 11 separate species, C5H34N2O10 in total in a non-equilibrium geometry, from the Open Molecules 2025 dataset.

Structure (ORCA input):
```
! wB97M-V def2-TZVPD RIJCOSX def2/J DEFGRID3
* xyz 0 1
C -1.3500 3.6294 0.1461
N -0.5548 2.8916 1.1353
C 0.7259 2.3877 0.5875
C 1.3971 1.4186 1.5611
C 0.6958 0.0635 1.7131
C 0.5465 -0.6647 0.3969
N -0.0337 -2.0144 0.6252
H -2.2914 3.9412 0.6221
H -0.8448 4.5685 -0.1654
H -1.5596 3.0809 -0.7567
H -1.1466 2.1536 1.5471
H 1.4329 3.2803 0.3941
H 0.6187 1.9036 -0.3710
H 1.4361 1.9458 2.5287
H 2.4449 1.3144 1.2543
H -0.2462 0.2002 2.2098
H 1.2786 -0.5468 2.4485
H -0.1331 -0.1037 -0.3215
H 1.5224 -0.6918 -0.1475
H -0.0321 -2.5340 -0.2563
H 0.5767 -2.5472 1.2912
O -0.1056 0.5064 -2.7296
H 0.1993 1.4015 -2.7854
H -0.8551 0.5050 -2.1306
O 0.6644 3.0760 -2.5743
H 0.2980 3.3873 -1.7489
H 0.3709 3.6311 -3.2635
O 1.9166 -1.2159 -2.4958
H 1.1797 -0.5623 -2.5318
H 2.2878 -1.2672 -3.4410
O -2.6034 0.7638 1.9074
H -2.7752 -0.0405 1.3386
H -3.4822 1.1031 2.2823
O -2.2795 0.5341 -1.1553
H -2.6421 -0.3106 -0.8984
H -2.1233 1.0011 -0.3345
O -2.0373 -1.6510 3.0272
H -2.1070 -0.7287 2.9405
H -1.2272 -1.8738 2.5185
O 2.6441 -2.7260 1.4996
H 3.2992 -2.9295 2.1352
H 3.0310 -2.3125 0.7799
O -2.8890 -1.5013 0.5085
H -1.9645 -1.8065 0.4892
H -3.2991 -2.0103 1.1704
O 3.7897 -1.5318 -0.6190
H 4.1659 -0.7044 -0.5441
H 3.0718 -1.4735 -1.3035
O -0.1469 -2.9294 -2.2187
H 0.6810 -2.4274 -2.3340
H -0.7621 -2.2930 -2.5680
*
```

HOMO level: -8.924 eV
Kohn-Sham gap: 9.2 eV
E_LUMO: 0.3 eV
SMILES: CNCCCCN.O.O.O.O.O.O.O.O.O.O
Calculated total energy: -1072.823766 Eh
Energy relative to the best compared isomer or geometry (same formula, charge and spin): 1.265 eV

***

Entry 3:
The following is a quantum chemistry calculation of a structure of composition C20H43N2OP3Sm in a non-equilibrium geometry, from the Open Molecules 2025 dataset.

Structure (ORCA input):
```
! wB97M-V def2-TZVPD RIJCOSX def2/J DEFGRID3
* xyz 3 6
Sm -0.3057 0.0616 -1.0587
P 1.8202 1.1366 0.6508
P -1.4040 2.6055 -1.7455
P 1.8594 -0.5144 -2.6390
H -1.8195 -3.8469 -0.3487
C -0.8101 -4.2016 -0.4969
C 0.1222 -4.0690 0.4608
H -0.1285 -3.6555 1.4438
C 1.5349 1.8268 2.3382
C 2.5778 2.6315 -0.0926
C 3.3340 0.2008 1.1311
C -2.8782 2.2495 -2.7381
C -1.9208 3.7280 -0.4277
C -0.1676 3.4894 -2.7765
C 2.7620 -1.9836 -2.0059
C 3.3509 0.5687 -2.5711
C 1.4876 -0.9447 -4.3645
H -0.6181 -4.6403 -1.4640
H 1.1934 -4.2354 0.3291
H 1.5710 1.0634 3.1278
H 0.5784 2.3549 2.3950
H 2.3442 2.5426 2.5367
H 1.8399 3.4390 -0.1875
H 3.0108 2.4554 -1.0795
H 3.3847 2.9221 0.5952
H 3.0297 -0.5685 1.8553
H 4.0277 0.8961 1.6293
H 3.8585 -0.2851 0.2991
H -3.2255 3.1868 -3.1892
H -3.6664 1.7766 -2.1351
H -2.6604 1.5393 -3.5381
H -2.1634 4.7155 -0.8270
H -1.1079 3.8351 0.3044
H -2.8028 3.3166 0.0770
H -0.5721 4.4604 -3.0875
H 0.1225 2.9122 -3.6734
H 0.7424 3.6712 -2.1816
H 3.2387 -2.3955 -2.9116
H 2.1243 -2.7343 -1.5199
H 3.4942 -1.6444 -1.2598
H 3.9815 0.2633 -3.4165
H 3.8763 0.4710 -1.6076
H 3.0774 1.6162 -2.6870
H 2.4037 -1.2090 -4.9155
H 1.0085 -0.1112 -4.8821
H 0.7255 -1.7370 -4.3873
C -2.1414 -1.4617 -3.8847
C -3.4231 -1.1973 -4.4376
C -3.5688 -1.4926 -5.7952
C -2.6320 -2.3300 -6.4137
C -1.7173 -3.0198 -5.6194
C -1.4670 -2.5980 -4.3064
O -1.4470 -0.5460 -3.0335
H -2.1266 -0.0280 -2.5189
H -4.2497 -0.8273 -3.8173
H -4.4273 -1.1300 -6.3558
H -2.7163 -2.5187 -7.4847
H -1.1688 -3.8763 -6.0391
H -0.7592 -3.1382 -3.6682
C -1.6093 0.7781 4.5834
N -0.9873 -0.2810 3.7251
C -0.3405 -1.4492 4.4427
C -1.0642 -0.2439 2.4220
N -1.0255 -0.1419 1.2371
H -1.5924 0.4055 5.6095
H -2.6299 0.9678 4.2186
H -1.0161 1.7026 4.5692
H -0.7675 -2.3774 3.9975
H 0.7608 -1.4021 4.3048
H -0.5777 -1.2990 5.5088
*
```

HOMO level (spin up / spin down): -16.447 / -16.452 eV
Kohn-Sham gap (spin up / spin down): 5.9 / 7.3 eV
E_LUMO (spin up / spin down): -10.6 / -9.1 eV
Calculated total energy: -2653.613748 Eh
Expectation value of S²: 8.77
Energy relative to the best compared isomer or geometry (same formula, charge and spin): 1.077 eV

***

- Which value of energy relative to the best compared isomer or geometry (same formula, charge and spin) does entry 1 give?
  0.052 eV

***

- energy relative to the best compared isomer or geometry (same formula, charge and spin) of number 2 (C5H34N2O10)?
  1.265 eV